# 1
Formula: C6H12O12S3
Source: OMol25
Level of theory: ωB97M-V/def2-TZVPD

Last column: natural (NBO) charge in e.
Geometry (Å):
O (3.919, -3.076, -0.538)  -0.8870
S (3.833, -1.960, -1.484)  2.4916
O (2.589, -1.232, -1.687)  -0.8663
O (5.126, -0.968, -1.377)  -0.6659
C (6.232, -1.521, -2.098)  -0.1034
C (5.759, -2.783, -2.929)  -0.0926
O (4.346, -2.570, -2.897)  -0.6946
H (6.697, -0.816, -2.786)  0.2023
H (7.021, -1.790, -1.396)  0.2009
H (5.926, -3.746, -2.450)  0.2031
H (6.211, -2.717, -3.916)  0.2144
O (-1.185, 1.005, 2.805)  -0.8599
S (-1.391, -0.077, 1.882)  2.4595
O (-2.738, -0.639, 1.875)  -0.8917
O (-0.843, 0.157, 0.297)  -0.6579
C (-0.358, -1.053, -0.244)  -0.1165
C (0.003, -2.023, 0.939)  -0.0996
O (-0.173, -1.198, 2.100)  -0.6660
H (-0.900, -1.561, -1.040)  0.2004
H (0.612, -0.760, -0.642)  0.2203
H (1.079, -2.179, 0.901)  0.2159
H (-0.584, -2.938, 0.907)  0.1986
O (-6.691, 4.718, 1.232)  -0.8734
S (-5.790, 3.841, 0.471)  2.4801
O (-6.002, 3.733, -0.939)  -0.8748
O (-4.269, 4.293, 0.872)  -0.6825
C (-3.488, 3.239, 1.378)  -0.0920
C (-4.534, 2.245, 2.001)  -0.1073
O (-5.587, 2.309, 1.061)  -0.6753
H (-3.004, 2.665, 0.586)  0.1832
H (-2.757, 3.655, 2.067)  0.2175
H (-4.938, 2.507, 2.980)  0.1885
H (-4.118, 1.241, 2.067)  0.2303

* highest occupied orbital energy: -10.89 eV
* SMILES: O=S1(=O)OCCO1.O=S1(=O)OCCO1.O=S1(=O)OCCO1
* F_max: 3.14 eV/A
* energy relative to the best compared isomer or geometry (same formula, charge and spin): 1.789 eV
* lowest unoccupied orbital energy: 0.265 eV
* HOMO-LUMO gap: 11.15 eV
* charge: 0

---

# 2
Formula: C6H12O2
Source: OMol25
Level of theory: ωB97M-V/def2-TZVPD

Last column: natural (NBO) charge in e.
Geometry (Å):
C (-1.071, -1.347, -0.403)  -0.4613
C (-0.414, -0.511, 0.429)  0.0042
C (-1.098, 0.000, 1.671)  -0.6505
C (1.199, -0.630, 0.555)  0.2634
C (2.008, 0.086, 1.346)  -0.4918
O (1.714, -1.782, 0.009)  -0.6897
H (-0.645, -1.694, -1.338)  0.2051
H (-2.113, -1.595, -0.236)  0.2083
H (-1.089, -0.766, 2.452)  0.2248
H (-0.597, 0.884, 2.068)  0.2227
H (-2.140, 0.261, 1.461)  0.2241
H (1.710, 1.048, 1.744)  0.2066
H (3.079, -0.097, 1.349)  0.2234
H (0.980, -2.420, -0.060)  0.4886
C (-0.403, 1.451, -2.179)  -0.2466
O (-0.294, 1.688, -0.782)  -0.7362
H (0.603, 1.448, -2.604)  0.1706
H (-1.020, 2.214, -2.654)  0.1833
H (-0.926, 0.532, -2.449)  0.1606
H (0.517, 1.230, -0.379)  0.4906

* highest occupied orbital energy: -9.02 eV
* SMILES: C=C(C)C(=C)O.CO
* F_max: 3.18 eV/A
* energy relative to the best compared isomer or geometry (same formula, charge and spin): 3.333 eV
* lowest unoccupied orbital energy: 0.660 eV
* HOMO-LUMO gap: 9.68 eV
* charge: 0

---

# 3
Formula: C6H12O2
Source: OMol25
Level of theory: ωB97M-V/def2-TZVPD

Last column: natural (NBO) charge in e.
Geometry (Å):
C (-1.868, 0.392, 2.364)  -0.7543
C (-1.044, 1.474, 1.574)  0.6253
C (-1.801, 2.349, 0.559)  -0.7366
O (0.132, 1.513, 1.701)  -0.5461
H (-1.009, 0.191, 3.108)  0.2331
H (-2.167, -0.639, 1.852)  0.2564
H (-2.701, 0.858, 2.946)  0.2228
H (-1.809, 1.849, -0.465)  0.2528
H (-1.288, 3.331, 0.637)  0.2280
H (-2.755, 2.663, 0.698)  0.2193
C (1.542, -2.415, -2.390)  -0.7220
C (0.953, -1.416, -1.413)  0.5918
C (1.951, -0.461, -0.627)  -0.7355
O (-0.273, -1.199, -1.320)  -0.5533
H (2.501, -2.814, -1.850)  0.2202
H (2.005, -1.930, -3.206)  0.2415
H (0.992, -3.168, -2.902)  0.2433
H (2.535, 0.273, -1.234)  0.2350
H (2.586, -1.142, -0.091)  0.2167
H (1.520, 0.293, 0.058)  0.2615

* highest occupied orbital energy: -9.60 eV
* SMILES: CC(C)=O.CC(C)=O
* F_max: 4.30 eV/A
* energy relative to the best compared isomer or geometry (same formula, charge and spin): 2.567 eV
* lowest unoccupied orbital energy: 0.893 eV
* HOMO-LUMO gap: 10.50 eV
* charge: 0

---

# 4
Formula: C6H12O2
Source: OMol25
Level of theory: ωB97M-V/def2-TZVPD

Last column: natural (NBO) charge in e.
Geometry (Å):
C (-1.421, -1.636, -2.681)  -0.6553
C (-1.147, -0.957, -1.372)  -0.1457
C (0.039, -0.834, -0.774)  -0.2307
C (0.239, -0.321, 0.594)  -0.2803
C (-0.441, 0.533, 1.337)  0.3042
C (-0.140, 0.999, 2.727)  -0.6733
O (-1.536, 1.205, 0.760)  -0.7092
H (-2.482, -1.755, -2.875)  0.2153
H (-0.936, -1.108, -3.506)  0.2233
H (-0.961, -2.620, -2.740)  0.2166
H (-2.014, -0.623, -0.818)  0.2010
H (0.960, -1.268, -1.170)  0.2024
H (1.109, -0.708, 1.106)  0.1873
H (0.935, 1.125, 2.902)  0.2255
H (-0.488, 0.282, 3.467)  0.2206
H (-0.638, 1.952, 2.896)  0.2270
H (-2.298, 1.057, 1.337)  0.4694
O (3.492, 0.582, -0.544)  -0.9456
H (3.198, 0.038, 0.197)  0.4723
H (3.610, 1.494, -0.267)  0.4752

* highest occupied orbital energy: -8.11 eV
* SMILES: C/C=C/C=C(/C)O.O
* F_max: 1.68 eV/A
* energy relative to the best compared isomer or geometry (same formula, charge and spin): 2.210 eV
* lowest unoccupied orbital energy: 0.717 eV
* HOMO-LUMO gap: 8.82 eV
* charge: 0

---

# 5
Formula: C6H12O2
Source: OMol25
Level of theory: ωB97M-V/def2-TZVPD

Last column: natural (NBO) charge in e.
Geometry (Å):
C (2.985, 0.095, 1.468)  -0.3751
C (2.265, -0.482, 0.483)  -0.2240
C (0.799, -0.293, 0.441)  -0.2287
C (0.147, -0.656, -0.666)  -0.1918
C (-1.338, -0.483, -0.784)  -0.2194
C (-2.027, -1.001, -1.799)  -0.3758
H (3.872, -0.408, 1.813)  0.1946
H (2.803, 1.113, 1.786)  0.1898
H (2.676, -1.416, 0.097)  0.2003
H (0.393, 0.325, 1.233)  0.2119
H (0.724, -0.881, -1.551)  0.2019
H (-1.852, -0.207, 0.125)  0.2128
H (-1.633, -1.338, -2.745)  0.1958
H (-3.104, -1.038, -1.618)  0.2059
O (-3.955, -1.991, 1.296)  -0.9572
H (-3.424, -2.764, 1.268)  0.4787
H (-4.843, -2.125, 1.637)  0.4800
O (1.853, 4.245, -0.683)  -0.9229
H (2.029, 3.328, -0.428)  0.4625
H (2.090, 4.145, -1.597)  0.4606

* highest occupied orbital energy: -8.23 eV
* SMILES: C=C/C=C/C=C.O.O
* F_max: 2.69 eV/A
* energy relative to the best compared isomer or geometry (same formula, charge and spin): 3.545 eV
* lowest unoccupied orbital energy: 0.496 eV
* HOMO-LUMO gap: 8.72 eV
* charge: 0

---

# 6
Formula: C6H12O2
Source: OMol25
Level of theory: ωB97M-V/def2-TZVPD

Last column: natural (NBO) charge in e.
Geometry (Å):
C (1.034, -1.418, -0.425)  -0.1603
C (-0.821, -0.224, 0.922)  -0.5170
C (0.571, 1.027, -1.410)  -0.1116
C (-1.448, -1.277, 1.837)  -0.5911
C (0.957, 2.280, -0.671)  -0.6498
C (-0.506, -0.847, -0.432)  0.6167
O (1.607, -0.223, -0.648)  -0.5516
O (-1.284, -1.306, -1.234)  -0.5568
H (1.102, -2.126, -1.263)  0.1651
H (1.284, -1.844, 0.558)  0.1712
H (-1.527, 0.591, 0.751)  0.2152
H (0.088, 0.184, 1.359)  0.2272
H (1.075, 0.930, -2.375)  0.2072
H (-0.476, 1.050, -1.713)  0.2243
H (-0.771, -2.120, 1.991)  0.2080
H (-1.668, -0.832, 2.811)  0.2173
H (-2.377, -1.655, 1.406)  0.2206
H (2.013, 2.270, -0.410)  0.2320
H (0.771, 3.151, -1.302)  0.2242
H (0.376, 2.390, 0.244)  0.2094

* highest occupied orbital energy: -8.75 eV
* F_max: 5.78 eV/A
* energy relative to the best compared isomer or geometry (same formula, charge and spin): 4.069 eV
* lowest unoccupied orbital energy: 0.413 eV
* HOMO-LUMO gap: 9.17 eV
* charge: 0

---

# 7
Formula: C6H12O3
Source: OMol25
Level of theory: ωB97M-V/def2-TZVPD

Last column: natural (NBO) charge in e.
Geometry (Å):
C (-0.079, 2.108, -0.021)  -0.6389
C (-0.773, 1.042, -0.852)  0.1114
C (-2.288, 1.097, -0.739)  -0.6190
O (-0.422, -0.309, -0.441)  -0.5253
C (0.721, -0.811, -0.875)  1.0290
O (1.804, -0.216, -0.940)  -0.6738
O (0.522, -2.041, -1.358)  -0.6644
H (-0.395, 2.052, 1.019)  0.2084
H (-0.340, 3.089, -0.414)  0.2148
H (1.001, 1.994, -0.069)  0.2421
H (-0.463, 1.142, -1.898)  0.1819
H (-2.657, 2.048, -1.121)  0.2153
H (-2.739, 0.281, -1.301)  0.2228
H (-2.589, 0.995, 0.303)  0.2137
H (1.372, -2.429, -1.610)  0.5010
C (1.707, -1.802, 1.311)  -0.4424
C (0.752, -1.558, 2.192)  -0.3889
H (2.260, -0.956, 0.668)  0.2467
H (1.953, -2.820, 1.032)  0.1843
H (0.485, -0.551, 2.478)  0.1897
H (0.167, -2.353, 2.635)  0.1917

* highest occupied orbital energy: -9.85 eV
* SMILES: CC(C)OC(=O)O.C=C
* F_max: 3.56 eV/A
* energy relative to the best compared isomer or geometry (same formula, charge and spin): 1.824 eV
* lowest unoccupied orbital energy: 0.797 eV
* HOMO-LUMO gap: 10.65 eV
* charge: 0

---

# 8
Formula: C6H12O4
Source: OMol25
Level of theory: ωB97M-V/def2-TZVPD

Last column: natural (NBO) charge in e.
Geometry (Å):
C (1.337, 0.240, 0.310)  0.5525
C (-1.408, -0.116, -0.359)  0.5014
C (-0.156, 1.274, 0.422)  -0.1335
C (0.086, -1.119, -1.087)  -0.0406
C (2.573, 1.101, 0.355)  -0.6654
C (-2.240, -1.252, 0.228)  -0.6607
O (-1.520, 0.927, 0.575)  -0.5248
O (1.199, -0.348, -0.920)  -0.5380
O (1.213, -0.657, 1.364)  -0.7306
O (-1.914, 0.330, -1.592)  -0.7482
H (2.057, -1.108, 1.504)  0.4717
H (-2.644, 0.937, -1.399)  0.4672
H (0.002, 1.968, -0.407)  0.1761
H (0.115, 1.733, 1.373)  0.1791
H (0.091, -1.996, -0.445)  0.1686
H (-0.083, -1.305, -2.140)  0.2050
H (3.475, 0.484, 0.424)  0.2205
H (2.638, 1.708, -0.544)  0.2368
H (2.527, 1.754, 1.229)  0.2276
H (-3.239, -0.881, 0.469)  0.2068
H (-1.758, -1.614, 1.133)  0.2216
H (-2.351, -2.060, -0.493)  0.2069

* highest occupied orbital energy: -9.05 eV
* F_max: 4.63 eV/A
* energy relative to the best compared isomer or geometry (same formula, charge and spin): 4.080 eV
* lowest unoccupied orbital energy: 0.717 eV
* HOMO-LUMO gap: 9.77 eV
* charge: 0

---

# 9
Formula: C6H12O4Tb
Source: OMol25
Level of theory: ωB97M-V/def2-TZVPD

Last column: Mulliken spin population.
Geometry (Å):
C (-0.559, -0.729, -2.817)  0.0017
H (-0.297, 0.250, -3.229)  -0.0014
H (-1.651, -0.788, -2.819)  -0.0007
H (-0.187, -1.357, -2.001)  -0.0006
O (-0.205, -1.639, -4.128)  0.0000
C (0.698, -2.470, -4.157)  0.0000
H (1.050, -2.807, -5.140)  0.0000
H (1.261, -2.715, -3.243)  0.0000
O (-0.754, 0.808, -0.502)  -0.0587
C (0.570, 1.362, -0.282)  -0.1166
C (1.246, 0.618, 0.837)  0.0017
O (0.655, 1.099, 2.094)  -0.0016
C (-0.053, 0.225, 2.962)  0.0108
C (-1.141, 1.080, 3.622)  -0.0088
O (-1.901, 1.769, 2.684)  -0.0281
Tb (-1.053, 2.221, 0.952)  6.2138
H (1.200, 1.360, -1.191)  -0.0123
H (2.327, 0.826, 0.880)  0.0034
H (1.086, -0.479, 0.817)  0.0022
H (0.619, -0.224, 3.714)  -0.0010
H (-0.515, -0.587, 2.373)  0.0004
H (-0.637, 1.774, 4.329)  -0.0021
H (-1.759, 0.402, 4.245)  -0.0020

* highest occupied orbital energy (spin up / spin down): -9.97 / -9.93 eV
* <S²>: 12.81
* F_max: 3.03 eV/A
* multiplicity: 7
* energy relative to the best compared isomer or geometry (same formula, charge and spin): 0.696 eV
* lowest unoccupied orbital energy (spin up / spin down): -5.445 / -5.446 eV
* HOMO-LUMO gap (spin up / spin down): 4.53 / 4.49 eV
* charge: +1

---

# 10
Formula: C6H12O8P
Source: OMol25
Level of theory: ωB97M-V/def2-TZVPD

Last column: natural (NBO) charge in e.
Geometry (Å):
O (-4.051, -0.835, 0.754)  -1.1519
P (-3.263, 0.106, -0.090)  2.0182
O (-3.251, 0.113, -1.615)  -1.1448
C (-1.513, 0.390, 0.536)  0.1983
O (-1.371, 0.655, 1.865)  -0.7197
O (-0.978, -1.092, 0.199)  -0.5869
C (0.346, -1.319, 0.530)  0.0326
C (0.577, -2.804, 0.308)  -0.0775
O (0.801, -3.150, -1.142)  -0.7525
C (1.245, -0.342, -0.213)  0.0869
O (2.634, -0.326, 0.164)  -0.7501
C (0.678, 1.159, -0.046)  0.0589
O (1.433, 1.952, -0.910)  -0.7249
C (-0.802, 1.281, -0.431)  -0.0106
O (-1.265, 2.574, -0.497)  -0.7096
H (-3.649, 1.536, 0.483)  -0.2913
H (-1.905, 0.057, 2.363)  0.4994
H (0.579, -1.097, 1.564)  0.1625
H (-0.373, -3.256, 0.682)  0.1925
H (1.527, -3.288, 0.636)  0.1987
H (0.095, -2.881, -1.660)  0.4647
H (1.205, -0.618, -1.277)  0.1668
H (3.113, 0.473, -0.095)  0.4852
H (0.741, 1.410, 1.000)  0.1676
H (0.774, 2.320, -1.474)  0.4795
H (-0.978, 0.762, -1.304)  0.2182
H (-1.867, 2.731, 0.204)  0.4899

* highest occupied orbital energy: -5.28 eV
* SMILES: O=[P@H]([O-])[C@@]1(O)O[C@@H](CO)[C@H](O)[C@@H](O)[C@@H]1O
* F_max: 4.33 eV/A
* energy relative to the best compared isomer or geometry (same formula, charge and spin): 1.044 eV
* lowest unoccupied orbital energy: 3.117 eV
* HOMO-LUMO gap: 8.40 eV
* charge: -1